345
Properties=species:S:1:pos:R:3:lowdin_charge:R:1 method="wB97M-V/def2-TZVPD" e_tot_ha=-6406.971223 relative_energy_kcal_mol=0.00 largest_force_ev_per_a=4.0 homo_ev=-8.6 molar_mass_g_mol=1895.68 lumo_ha=0.007 orbital_gap_ev=8.829
C -5.11710 1.31979 3.72704 -0.0519
C -3.81357 1.56392 2.93629 -0.4332
C -2.86890 2.52177 3.70674 -0.2582
O -3.40279 3.73780 3.96173 -0.1836
C -2.64436 4.55053 4.84690 -0.0662
N -3.14661 0.36374 2.58049 0.0797
H -5.71054 2.27724 3.88715 0.0946
H -4.88940 0.75774 4.67972 0.0982
H -5.82679 0.72516 3.15073 0.0444
H -4.05981 2.10422 1.96154 0.1496
H -1.97370 2.61863 3.07891 0.1020
H -2.56083 2.06534 4.65491 0.1255
H -3.07773 5.51386 4.78357 0.0770
H -1.60138 4.61191 4.51908 0.0781
H -2.69435 4.20780 5.87015 0.0904
H -3.15604 0.20216 1.62299 0.0121
H -3.61186 -0.41652 3.04829 0.0792
C 5.85370 1.36430 7.50165 -0.0411
C 4.67185 2.13914 6.82696 -0.4491
C 5.08870 3.54211 6.53204 -0.2480
O 5.25126 4.34746 7.66224 -0.1828
C 3.95247 4.88704 8.08646 -0.0608
N 4.54270 1.47324 5.55034 0.0632
H 6.08392 1.64802 8.53088 0.0722
H 6.73372 1.51503 6.82811 0.0967
H 5.42270 0.34645 7.50481 0.0477
H 3.82215 2.07013 7.49629 0.1039
H 4.29361 4.01733 5.90421 0.1122
H 6.01295 3.61621 5.98681 0.1316
H 3.29527 4.05229 8.33683 0.0728
H 3.58640 5.61286 7.33277 0.0975
H 4.31848 5.43435 8.98064 0.1002
H 4.15401 0.57026 5.83448 0.0619
H 3.81140 2.03630 5.10786 0.0563
C 0.61490 -6.76909 -1.19752 -0.0474
C -0.73315 -6.42531 -1.78574 -0.4756
C -0.74502 -5.45710 -2.93492 -0.1879
O -0.15070 -4.20747 -2.51081 -0.2126
C 0.14964 -3.30329 -3.58555 -0.0671
N -1.38116 -7.65140 -2.19717 0.0351
H 0.52067 -7.71064 -0.63563 0.0828
H 0.93546 -5.94787 -0.52255 0.0551
H 1.42732 -6.86706 -1.90623 0.0791
H -1.29842 -5.86822 -0.98395 0.1310
H -1.80201 -5.19696 -3.22244 0.1237
H -0.16275 -5.85509 -3.77326 0.1211
H 1.04759 -2.74298 -3.40944 0.0572
H -0.63315 -2.59868 -3.79424 0.0472
H 0.24585 -3.87898 -4.59927 0.1142
H -2.39267 -7.44557 -2.27301 0.0881
H -1.18542 -8.45753 -1.59933 0.0735
C -3.20939 -2.22690 -2.65871 -0.0314
C -4.63908 -2.51795 -2.21479 -0.4020
C -5.16948 -3.83045 -2.70328 -0.1784
O -6.47614 -4.18020 -2.22996 -0.1783
C -7.39908 -4.59374 -3.19605 -0.1165
N -4.69159 -2.32292 -0.74314 0.0633
H -2.81206 -1.23361 -2.42374 0.0813
H -3.20034 -2.42842 -3.71806 0.0658
H -2.54321 -2.93241 -2.19978 0.0464
H -5.21636 -1.73548 -2.55769 0.0904
H -4.45260 -4.60323 -2.40196 0.1276
H -5.15807 -3.83488 -3.78795 0.1243
H -7.71237 -3.83429 -3.80425 0.0478
H -8.27381 -4.82758 -2.58212 0.0939
H -7.04122 -5.47659 -3.85055 0.1232
H -5.66028 -2.31187 -0.41441 0.0794
H -4.25653 -3.16917 -0.36689 0.0890
C -1.50771 -2.82893 0.42991 -0.0263
C -1.01792 -3.35721 1.82288 -0.3408
C -1.95334 -4.27151 2.62696 -0.1857
O -3.24364 -3.63452 2.69824 -0.2082
C -3.99324 -3.79538 3.89290 -0.0995
N 0.29120 -4.09868 1.74408 0.0581
H -0.69982 -2.19479 0.04561 0.0576
H -2.47653 -2.29832 0.63927 0.0729
H -1.61977 -3.65401 -0.27968 0.0529
H -0.77282 -2.54828 2.49084 0.1028
H -1.61827 -4.52071 3.63028 0.0773
H -2.05781 -5.28996 2.18207 0.1313
H -5.07609 -3.72305 3.52713 0.1119
H -3.82761 -3.02758 4.60785 0.0547
H -3.79337 -4.74275 4.42446 0.0899
H 0.12011 -5.02751 1.36380 0.0781
H 1.12442 -3.62565 1.32877 0.0704
C 3.81016 -5.08913 0.49511 -0.0603
C 3.95684 -3.82409 -0.25760 -0.4788
C 4.56788 -4.07256 -1.60210 -0.2325
O 3.81747 -4.99862 -2.30566 -0.1983
C 4.18837 -5.08348 -3.66473 -0.0814
N 2.72395 -3.08172 -0.28947 0.0663
H 4.81981 -5.45751 0.68076 0.0826
H 3.14500 -5.76192 -0.13852 0.0939
H 3.32621 -4.81929 1.46160 0.0630
H 4.75797 -3.19307 0.21412 0.1413
H 5.57771 -4.48835 -1.41105 0.1409
H 4.53767 -3.16059 -2.17783 0.1161
H 4.33126 -4.09072 -4.13220 0.0931
H 3.39113 -5.61993 -4.06599 0.0563
H 5.14139 -5.67017 -3.70998 0.1056
H 2.00677 -3.52918 -0.88023 0.0780
H 2.76242 -2.05169 -0.58056 0.0857
C 2.49214 -4.77522 -7.12927 -0.0553
C 1.70915 -3.53836 -7.54185 -0.4094
C 2.27722 -2.22722 -6.97229 -0.1877
O 2.33826 -2.30184 -5.54659 -0.2306
C 2.90094 -1.15641 -4.88947 -0.0923
N 1.65085 -3.40666 -9.03067 0.0469
H 2.09710 -5.07781 -6.14234 0.0567
H 3.59222 -4.75683 -6.97733 0.0873
H 2.18426 -5.57453 -7.82655 0.0787
H 0.68873 -3.64352 -7.23925 0.0903
H 1.57079 -1.44069 -7.23379 0.1010
H 3.28023 -1.96248 -7.36017 0.1318
H 2.29996 -0.25725 -5.09555 0.0773
H 3.94397 -0.97848 -5.22413 0.0960
H 2.74236 -1.38978 -3.82088 0.0750
H 2.57352 -3.26364 -9.36558 0.0477
H 1.19143 -2.54552 -9.30490 0.0657
C -6.42467 5.64647 -2.47883 -0.0425
C -7.24109 4.55640 -1.82150 -0.4363
C -8.13811 5.12776 -0.74717 -0.1921
O -7.49073 5.59762 0.43775 -0.2001
C -7.54201 4.70800 1.57763 -0.0835
N -8.05606 3.87980 -2.82678 0.0428
H -6.89213 6.66563 -2.50531 0.0995
H -6.25138 5.50238 -3.53537 0.0653
H -5.47632 5.72251 -1.96685 0.0693
H -6.55182 3.76246 -1.43751 0.1284
H -8.79028 4.29024 -0.35514 0.1257
H -8.68563 5.91991 -1.20659 0.1147
H -7.39733 5.38290 2.43613 0.0953
H -6.73148 4.00125 1.51657 0.0639
H -8.46681 4.11106 1.63181 0.0864
H -8.85437 3.45300 -2.39676 0.0799
H -8.36064 4.65639 -3.40759 0.0985
C 3.56746 -0.31262 9.84406 -0.0374
C 2.52947 -0.73836 8.75657 -0.4226
C 1.48887 0.36632 8.46269 -0.1726
O 0.66707 0.75967 9.59881 -0.1910
C -0.21246 1.86948 9.38139 -0.0867
N 3.12108 -1.01597 7.48915 0.0405
H 4.18347 0.56235 9.56956 0.0547
H 4.27138 -1.17776 9.81916 0.0805
H 3.13098 -0.08788 10.84656 0.0884
H 1.98730 -1.61833 9.11286 0.1350
H 0.78353 -0.03830 7.70747 0.1099
H 1.93561 1.21456 8.01647 0.0761
H -0.90373 1.71677 10.11761 0.0517
H -0.80879 1.78001 8.41711 0.1000
H 0.34766 2.79696 9.33528 0.0829
H 4.02865 -1.48233 7.55843 0.0784
H 2.52181 -1.56285 6.86960 0.0430
C 4.26115 2.90139 -6.03093 -0.0504
C 3.15718 3.10028 -5.05765 -0.3768
C 3.35258 4.28995 -4.15281 -0.2222
O 2.40154 4.03152 -3.13702 -0.2723
C 2.53510 5.03942 -2.11796 -0.0763
N 1.81052 3.24096 -5.78752 0.0873
H 5.19298 2.84781 -5.46870 0.0825
H 4.42786 3.67507 -6.77863 0.0885
H 4.11947 1.93589 -6.46136 0.0669
H 3.08141 2.31121 -4.33778 0.1124
H 3.10699 5.28675 -4.56086 0.1349
H 4.36071 4.40015 -3.73259 0.1245
H 3.56868 4.95824 -1.69379 0.0922
H 1.83515 4.77695 -1.24942 0.0944
H 2.18301 5.99457 -2.51265 0.0906
H 1.09020 3.24085 -5.05762 0.0523
H 1.84029 4.12869 -6.22812 0.0726
C -1.69710 1.03350 -0.61932 -0.0638
C -0.24303 1.21922 -0.56360 -0.4263
C 0.25250 0.83011 0.82910 -0.1382
O 1.71006 0.84432 0.79092 -0.2132
C 2.13115 -0.13124 1.74074 -0.1019
N 0.37175 0.37842 -1.57961 0.0752
H -2.17756 1.53388 0.17867 0.0533
H -1.98662 -0.01934 -0.61737 0.0732
H -2.14845 1.64858 -1.37451 0.0770
H 0.06895 2.25492 -0.71582 0.1225
H -0.02862 -0.23857 1.14374 0.1315
H -0.11441 1.57137 1.55661 0.1143
H 3.17487 -0.25340 1.61911 0.0555
H 1.72013 -1.10551 1.58059 0.0527
H 1.79915 0.20558 2.79304 0.1095
H 1.40638 0.42920 -1.45574 0.0755
H 0.10103 -0.57625 -1.40813 0.0662
C 3.57407 -2.75417 3.09617 -0.0497
C 4.88779 -3.10186 3.71338 -0.4241
C 5.26111 -4.51601 3.44556 -0.1978
O 6.49490 -4.89018 4.02755 -0.1825
C 6.58055 -5.04264 5.39392 -0.1136
N 5.96357 -2.24079 3.28431 0.0923
H 2.79452 -3.33692 3.46956 0.0558
H 3.65783 -2.58512 2.05448 0.0468
H 3.39254 -1.79975 3.55234 0.0773
H 4.67743 -2.92084 4.78376 0.1379
H 5.41916 -4.65486 2.36602 0.1042
H 4.41703 -5.25448 3.57766 0.1416
H 7.60454 -5.24932 5.44878 0.0743
H 6.09601 -5.97121 5.66689 0.0860
H 6.23967 -4.15831 5.99129 0.1039
H 6.19407 -1.40733 3.80489 0.0862
H 6.80932 -2.69393 3.10926 0.0751
C -1.58017 6.54744 -4.27537 -0.0710
C -1.95488 5.12904 -4.00755 -0.4081
C -2.48835 4.51289 -5.29133 -0.2297
O -1.57243 4.72383 -6.32886 -0.2234
C -2.15302 4.37319 -7.57764 -0.1031
N -0.82409 4.48261 -3.31869 0.0672
H -0.79564 6.62281 -5.06502 0.0903
H -1.08275 6.93914 -3.40905 0.0595
H -2.41439 7.21541 -4.60143 0.1005
H -2.82667 5.05980 -3.27598 0.1527
H -3.41625 4.94709 -5.64901 0.1166
H -2.68575 3.42573 -5.18402 0.1172
H -2.80276 5.18704 -7.93296 0.0937
H -2.64483 3.39027 -7.54958 0.0806
H -1.30294 4.29813 -8.27909 0.0979
H 0.08443 4.79993 -3.62534 0.0531
H -0.77496 3.47251 -3.45916 0.0631
C -1.56014 -6.45319 -8.33946 -0.0492
C -1.76307 -6.18130 -6.84747 -0.4226
C -2.35369 -4.70992 -6.56375 -0.2273
O -1.43826 -3.80309 -7.01884 -0.2191
C -1.83155 -2.51570 -6.75611 -0.1091
N -2.69526 -7.04529 -6.20315 0.0270
H -0.78269 -5.82901 -8.70532 0.0552
H -2.41633 -6.17977 -8.92017 0.0714
H -1.29605 -7.50450 -8.54054 0.0871
H -0.77019 -6.14104 -6.29045 0.1424
H -2.56051 -4.64818 -5.49393 0.0943
H -3.35936 -4.67091 -7.12383 0.1470
H -1.78984 -2.48976 -5.64900 0.0722
H -2.76776 -2.21105 -7.21118 0.0996
H -1.02926 -1.90440 -7.16672 0.0875
H -3.08486 -7.62585 -6.90679 0.0508
H -2.26306 -7.73835 -5.56895 0.0870
C 0.35196 5.86552 1.19005 -0.0679
C -1.02319 5.46929 0.68589 -0.4252
C -1.89709 6.70500 0.30174 -0.1806
O -3.22390 6.29156 0.02436 -0.1888
C -3.99037 6.09373 1.19531 -0.0778
N -0.93263 4.43337 -0.33121 0.0705
H 1.00110 6.13843 0.34102 0.0621
H 0.91718 5.08996 1.69027 0.0570
H 0.17234 6.76164 1.83926 0.0918
H -1.48730 4.93624 1.58172 0.1329
H -1.47149 7.28497 -0.42908 0.0902
H -1.87907 7.41880 1.16875 0.1287
H -4.09406 6.97030 1.75270 0.0694
H -3.55754 5.31715 1.80313 0.0642
H -4.98875 5.83030 0.75724 0.0942
H -0.75683 4.81880 -1.26013 0.0390
H -1.86282 4.08613 -0.41970 0.0572
C 4.35827 0.66647 -2.00023 -0.1810
C 3.76471 2.05097 -1.75056 -0.2196
O 3.87077 2.41515 -0.38454 -0.0825
O 3.74726 -0.40890 -1.24303 -0.1314
H 5.41719 0.65004 -1.86018 0.1040
H 4.15425 0.34412 -3.03595 0.0987
H 2.68400 2.11614 -2.10003 0.1308
H 4.28433 2.73679 -2.36975 0.0925
H 3.12472 1.91631 0.08697 0.1086
H 4.34172 -0.57945 -0.43789 0.0665
C -1.10465 -1.59717 5.14023 -0.2158
C 0.38349 -1.47962 5.02668 -0.1974
O 1.06746 -2.38973 5.95639 -0.1052
O -1.49660 -1.06472 6.42109 -0.0761
H -1.50166 -2.59077 5.07559 0.1011
H -1.55597 -0.93975 4.40007 0.1039
H 0.77591 -0.48955 5.08713 0.0996
H 0.66862 -1.77202 4.00518 0.0943
H 1.05832 -3.25175 5.50532 0.0415
H -1.10639 -1.60417 7.11261 0.0743
C 4.93697 5.53901 1.35636 -0.2821
C 5.41550 5.19805 2.70247 -0.2347
O 4.77855 4.01946 3.22287 -0.0946
O 5.35163 4.56967 0.43486 -0.0591
H 5.41491 6.44762 1.17596 0.0934
H 3.81617 5.73653 1.33462 0.1455
H 5.23248 6.01103 3.45624 0.1382
H 6.53072 5.01601 2.56718 0.1399
H 4.91517 3.31775 2.56147 0.0436
H 4.64530 3.99205 0.13518 0.0270
C 1.14430 -5.82604 4.45293 -0.2249
C 0.07682 -6.87112 4.96415 -0.1661
O -1.20098 -6.56303 4.30677 -0.1201
O 0.62349 -4.52742 4.38245 -0.1421
H 1.59869 -6.25451 3.49232 0.1326
H 2.03921 -5.72573 5.11819 0.1207
H -0.19395 -6.79391 6.04220 0.1190
H 0.36590 -7.89602 4.75639 0.1031
H -1.85084 -7.27859 4.32727 0.0907
H 0.55921 -4.31817 3.41820 0.0200
C -7.32226 0.30347 -0.79177 -0.2810
C -6.29259 0.25851 0.25344 -0.2179
O -4.92035 0.45020 -0.22566 -0.1266
O -7.71112 1.56853 -1.20717 -0.0640
H -8.25749 -0.11575 -0.32582 0.1411
H -7.08303 -0.31853 -1.65225 0.1214
H -6.33751 -0.73429 0.75868 0.1179
H -6.52781 1.04858 1.00901 0.1233
H -4.75285 -0.46718 -0.60680 0.0516
H -7.31112 1.73515 -2.08575 0.0651
C -4.83434 1.39765 -3.67431 -0.2084
C -5.54924 2.15183 -4.80334 -0.2621
O -6.92068 2.05783 -4.57885 -0.0798
O -4.85310 2.23478 -2.48873 -0.0803
H -3.77599 1.24346 -3.99160 0.0940
H -5.31450 0.42475 -3.60628 0.1040
H -5.26911 1.83656 -5.83883 0.1270
H -5.26475 3.21394 -4.76447 0.1050
H -7.16092 2.80548 -4.03050 0.0056
H -4.77397 1.66687 -1.70728 0.0358
C 6.39043 1.45018 1.96341 -0.2477
C 6.53419 0.37413 0.89024 -0.2368
O 5.54868 -0.62225 0.86876 -0.1209
O 6.66784 0.99515 3.26978 -0.0916
H 5.35518 1.79521 1.87607 0.0936
H 6.98074 2.37618 1.74799 0.1349
H 7.54173 -0.03422 1.07621 0.1317
H 6.52411 0.84659 -0.04407 0.0855
H 5.79106 -1.18568 1.69947 0.0888
H 5.89989 1.06029 3.92120 0.0751
C -0.92622 0.60329 -5.19880 -0.2079
C -0.73589 1.34960 -6.47253 -0.2970
O 0.53086 1.02871 -6.98887 -0.1071
O -0.17190 1.41896 -4.24188 -0.1251
H -0.36844 -0.34085 -5.49403 0.1095
H -1.94196 0.40450 -4.79687 0.1016
H -0.80163 2.46413 -6.17147 0.1115
H -1.54684 1.14326 -7.21806 0.1238
H 1.14372 1.79936 -6.82297 0.0568
H 0.08582 1.02507 -3.38360 0.0335
C 0.80282 2.81643 4.00371 -0.2128
C 0.68433 2.85538 5.52382 -0.2551
O 1.06450 4.10990 6.05421 -0.0685
O 2.20901 2.96136 3.65356 -0.0743
H 0.08571 3.51323 3.50029 0.1018
H 0.42720 1.85543 3.73084 0.0788
H 1.34294 2.05133 5.85067 0.1008
H -0.32878 2.61583 5.89370 0.1119
H 1.92007 3.97822 6.55304 0.0725
H 2.53294 3.77182 4.03403 0.0484